91
Properties=species:S:1:pos:R:3:forces:R:3:lowdin_charge:R:1 method="wB97M-V/def2-TZVPD" homo_lumo_gap_ha=0.24780 energy_ev=-168916.489 total_charge=0 fmax_ev_per_a=1.55 homo_ev=-8.63
C -0.9824 -2.0776 -1.0439 -0.9 -1.2 -0.2 0.2078
C -0.3823 -1.0609 -1.1597 0.6 1.0 1.0 -0.0732
C 0.4221 0.1677 -0.9622 -0.6 0.5 -1.1 -0.3104
O 1.5998 -0.0252 -0.2243 -0.2 -0.2 -0.1 -0.0800
C 1.8887 -1.2273 0.4697 0.7 -0.6 1.0 -0.1986
C 1.8122 -1.1472 2.0014 0.3 -0.5 -0.3 -0.2148
C 2.8598 -2.0956 2.6022 -0.1 0.7 0.0 -0.0896
C 0.8588 0.4788 -2.4310 0.9 0.0 -1.0 -0.3567
C 1.3514 -0.8009 -3.1704 0.3 0.2 -0.1 -0.1030
C 2.2602 -1.8003 -2.5016 -0.2 -0.8 0.2 -0.3033
O 2.0785 -2.9851 -2.6570 0.0 0.1 -0.1 0.0618
C 1.8361 1.6580 -2.6831 0.1 0.3 -0.5 -0.5371
I 3.9436 1.1090 -2.5718 -0.2 0.1 0.2 1.0803
C 1.6467 2.3157 -4.0641 1.1 0.5 0.4 -0.2917
C 2.5894 3.5294 -4.2494 -0.8 0.1 -0.3 -0.1423
O -0.3010 0.7310 -3.2875 -0.2 0.3 1.0 -0.1969
S -1.6340 1.4509 -2.8507 -1.3 -0.1 -0.6 0.6330
O -1.7721 2.6145 -3.6839 0.5 0.1 0.1 -0.3128
O -2.6945 0.4966 -2.9872 0.4 -0.3 0.3 -0.2418
C -1.5539 2.0158 -1.0942 0.5 0.7 -0.2 -0.4343
C -3.0108 1.8473 -0.6144 -0.5 0.1 0.2 -0.2754
C -4.1238 2.6491 -1.3124 -0.7 -0.8 0.3 -0.2322
C -5.4614 1.9714 -0.9746 0.1 0.5 -0.1 -0.2795
N -5.7571 2.0581 0.4616 0.1 0.0 -0.6 0.0159
P -1.4766 3.9172 -1.4189 -0.5 0.2 -0.2 0.6983
O 0.1031 4.0011 -1.8289 0.2 0.1 0.3 -0.3355
Br -1.6989 4.8733 0.6229 -0.1 -0.1 -0.2 0.4412
C -0.4635 1.2834 -0.1924 -0.7 -0.8 0.5 -0.2140
C 0.3503 2.1994 0.7779 0.7 -0.2 0.1 -0.0766
C 1.5085 3.1650 0.5270 0.1 0.5 0.2 -0.4494
O 1.3188 4.3425 0.7378 0.0 -0.1 -0.3 0.0265
N 2.8178 2.7114 0.2301 -0.3 0.9 0.6 -0.1663
C 3.6531 3.8723 -0.1212 0.7 -0.8 -0.3 -0.1020
C 3.4267 2.0138 1.3847 -0.3 -0.9 -0.6 -0.0426
C -1.2200 0.3748 0.8613 0.4 0.1 0.2 -0.1732
P -1.8477 0.9742 2.4441 -0.7 0.7 0.5 0.4430
O -2.3967 2.3249 2.5679 0.1 0.2 -0.4 -0.2856
O -0.7043 0.7241 3.5506 0.2 -0.2 -0.3 -0.1251
O -2.9231 -0.1477 2.8309 0.5 -0.4 0.0 -0.1054
H -1.5861 -2.9524 -0.9468 0.1 0.0 -0.2 0.0673
H 2.9238 -1.4809 0.2377 0.1 0.3 -0.2 0.1134
H 1.3205 -2.1066 0.1718 -0.3 0.3 -0.5 0.1214
H 0.8333 -1.4844 2.3390 -0.1 0.3 0.2 0.0968
H 2.0414 -0.1496 2.3615 -0.3 0.2 -0.1 0.0824
H 2.9501 -1.8786 3.6653 -0.1 -0.3 0.2 0.0781
H 2.5857 -3.1312 2.4390 0.3 0.0 0.0 0.0444
H 3.8331 -1.8585 2.1720 0.1 -0.2 -0.1 0.0757
H 0.5015 -1.3631 -3.5416 -0.2 0.0 0.2 0.1343
H 1.8523 -0.4467 -4.0731 0.2 0.0 0.0 0.1136
H 3.0937 -1.4937 -1.8676 0.1 0.4 -0.1 0.0435
H 1.7531 2.4686 -1.9733 -0.1 -0.3 0.4 0.0405
H 1.8755 1.6087 -4.8564 -0.5 -0.1 -0.2 0.1054
H 0.6501 2.7325 -4.1312 -0.3 -0.5 -0.1 0.0835
H 2.8514 3.9922 -3.3019 0.3 -0.1 0.1 0.0482
H 2.0350 4.2892 -4.8032 0.0 0.1 -0.1 0.0749
H 3.4628 3.3000 -4.8483 0.3 -0.1 0.3 0.0544
H -3.0857 2.1256 0.4364 0.3 0.1 0.0 0.0732
H -3.3034 0.8011 -0.6757 0.2 -0.1 -0.2 0.1062
H -4.2230 3.6517 -0.9048 0.3 0.2 -0.2 0.0915
H -4.0613 2.6504 -2.3958 0.3 0.2 -0.1 0.0970
H -6.2257 2.5298 -1.5136 -0.2 0.0 0.0 0.1111
H -5.4652 0.9536 -1.3775 0.0 -0.1 0.0 0.1110
H -5.2957 1.3027 0.9505 -0.1 0.0 0.2 0.0582
H -6.7547 1.9722 0.5908 0.0 -0.1 0.3 0.0620
H 0.2728 4.8925 -2.1581 0.2 0.0 0.0 0.0788
H -0.3485 2.8417 1.3036 -0.3 -0.1 -0.2 0.0344
H 0.7340 1.5189 1.5406 0.1 -0.1 -0.1 0.0921
H 3.9097 4.4840 0.7419 -0.3 0.3 0.0 0.0909
H 3.2044 4.4524 -0.9187 -0.2 0.2 0.1 0.0780
H 4.5833 3.4646 -0.5154 0.1 0.0 0.0 0.0557
H 2.7436 1.9762 2.2317 0.1 0.1 0.1 0.0867
H 4.3477 2.4948 1.6953 0.0 0.2 0.0 0.0898
H 3.6689 0.9894 1.1016 0.1 -0.1 0.1 0.0722
H -0.4774 -0.3482 1.2000 0.0 -0.1 0.0 0.0810
H -2.0126 -0.2208 0.4319 -0.1 0.1 -0.1 0.0861
H -0.3775 1.5947 3.8137 0.0 0.0 0.2 0.0935
H -2.5919 -0.6877 3.5594 -0.2 -0.1 0.1 0.0854
C -0.4551 -7.7764 3.4704 -0.1 -0.1 0.0 0.0782
C 0.4324 -6.7731 3.4967 0.0 -0.3 0.1 -0.2332
C 0.2092 -5.4954 2.7347 -0.3 0.2 -0.3 -0.2987
O 1.0565 -4.6242 2.8252 0.0 -0.2 0.2 0.0892
C -0.9917 -5.3669 1.9341 0.1 0.1 0.0 0.0753
C -1.8792 -6.3707 1.9037 0.0 0.3 -0.1 -0.2336
C -1.6693 -7.6414 2.6854 0.3 -0.2 0.2 -0.3124
O -2.5336 -8.4925 2.6141 -0.2 0.0 -0.1 0.1152
O -2.9968 -6.3280 1.1957 0.0 -0.1 0.1 0.1220
O 1.5629 -6.8229 4.1882 0.0 0.1 -0.1 0.1220
H -0.3063 -8.6975 4.0154 0.0 0.0 0.0 0.1376
H -1.1321 -4.4499 1.3792 0.0 0.0 0.0 0.1225
H -3.4527 -7.1778 1.3541 0.0 0.0 0.0 0.1237
H 2.0155 -5.9717 4.0368 0.0 0.0 0.0 0.1214